Version a
Entry from the Open Molecules 2025 dataset: a structure of composition C4H10NO (ωB97M-V/def2-TZVPD).

The calculation puts the LUMO energy at -3.6 eV. Its HOMO energy is -0.5182 Ha. The gap between HOMO and LUMO comes out at 10.46 eV.

ORCA input file:
```
! RIJCOSX wB97M-V def2-TZVPD def2/J DEFGRID3
* xyz 1 1
C -1.116 -1.839 -0.917
C 0.240 -1.111 -0.968
C -0.952 -0.587 -0.270
C 1.472 -1.646 -0.091
N -0.720 2.130 1.729
O -1.507 0.212 0.484
H -1.681 -1.944 -1.815
H -1.220 -2.685 -0.257
H 0.544 -0.693 -1.988
H 1.953 -0.677 0.335
H 2.183 -2.188 -0.860
H 1.169 -2.336 0.733
H -1.066 2.032 2.705
H -1.165 1.315 1.081
H -1.184 2.907 1.233
H 0.256 2.259 1.655
*
```

natural (NBO) population analysis, charges in e, atoms 1 to 6: -0.52 -0.31 0.67 -0.61 -0.93 -0.57

Version b
Entry from the Open Molecules 2025 dataset: a cluster of 2 separate species, C4H10NO in total (ωB97M-V/def2-TZVPD).

The calculation puts the LUMO energy at -5.7 eV. Its HOMO energy is -0.5223 Ha. The gap between HOMO and LUMO comes out at 8.47 eV.

ORCA input file:
```
! RIJCOSX wB97M-V def2-TZVPD def2/J DEFGRID3
* xyz 1 1
C -0.381 -0.064 2.821
C 0.117 0.615 1.557
C -0.652 1.046 0.547
N 0.016 1.614 -0.644
C -0.197 1.519 -1.927
H 0.270 -0.934 3.173
H -1.422 -0.458 2.588
H -0.384 0.686 3.522
H 1.168 0.615 1.515
H -1.626 0.812 0.278
H 0.941 2.022 -0.342
H -1.228 1.458 -2.439
H 0.704 1.303 -2.555
H 0.963 -4.287 -1.483
H -0.023 -3.530 -2.318
O 0.900 -3.461 -1.928
*
```

natural (NBO) population analysis, charges in e, atoms 1 to 6: -0.64 -0.07 -0.08 -0.42 0.10 0.26

Version c
Entry from the Open Molecules 2025 dataset: a cluster of 2 separate species, C4H10NO in total (ωB97M-V/def2-TZVPD).

The calculation puts the LUMO energy at -4.1 eV. Its HOMO energy is -0.4718 Ha. The gap between HOMO and LUMO comes out at 8.72 eV.

ORCA input file:
```
! RIJCOSX wB97M-V def2-TZVPD def2/J DEFGRID3
* xyz 1 1
C -1.592 0.398 -0.237
C -0.553 1.220 0.070
N -2.589 0.090 0.826
H -1.751 -0.204 -1.134
H 0.345 1.217 -0.578
H -0.557 1.813 0.980
H -2.555 -0.932 1.033
H -2.485 0.632 1.689
H -3.539 0.303 0.555
O 3.334 0.707 -0.733
C 2.622 -0.253 -1.075
C 1.787 -0.960 -0.028
H 2.649 -0.642 -2.130
H 2.511 -1.485 0.689
H 1.126 -1.722 -0.485
H 1.248 -0.185 0.558
*
```

natural (NBO) population analysis, charges in e, atoms 1 to 6: -0.10 -0.31 -0.69 0.25 0.27 0.23

Version d
Entry from the Open Molecules 2025 dataset: the ion C4H10NO with charge +1 (ωB97M-V/def2-TZVPD).

The calculation puts the LUMO energy at -3.8 eV. Its HOMO energy is -0.5341 Ha. The gap between HOMO and LUMO comes out at 10.72 eV.

ORCA input file:
```
! RIJCOSX wB97M-V def2-TZVPD def2/J DEFGRID3
* xyz 1 1
C 0.492 -1.267 1.569
C -0.568 -0.473 0.926
O -0.869 0.957 0.994
C -0.476 0.583 -0.232
C -1.399 0.380 -1.393
N 0.917 1.176 -0.533
H 1.209 -0.577 2.040
H 1.079 -1.945 0.940
H 0.022 -1.858 2.338
H -1.435 -1.010 0.562
H -1.117 1.121 -2.232
H -2.369 0.685 -1.122
H -1.461 -0.658 -1.710
H 1.434 0.488 -1.043
H 1.444 1.530 0.286
H 0.728 2.078 -1.155
*
```

natural (NBO) population analysis, charges in e, atoms 1 to 6: -0.68 0.10 -0.44 0.36 -0.68 -0.71

Best to worst by energy: version a, version d, version c, version b.

Version a
Entry from the Open Molecules 2025 dataset: the ion C6H9N2O with charge +1 (ωB97M-V/def2-TZVPD).

The calculation puts the LUMO energy (spin up / spin down) at -5.4 / -5.4 eV. Its HOMO energy (spin up / spin down) is -0.4809 / -0.4804 Ha. The gap between HOMO and LUMO (spin up / spin down) comes out at 7.71 / 7.69 eV.

ORCA input file:
```
! RIJCOSX wB97M-V def2-TZVPD def2/J DEFGRID3
* xyz 1 1
C -1.914 -0.669 -1.349
C -1.632 0.618 -0.695
C -1.190 -1.724 -1.007
C 1.120 -0.955 0.278
C 0.823 -2.460 -0.008
C -0.298 1.918 0.820
N -0.116 -0.361 0.724
N -0.648 0.725 0.183
O -0.527 -2.684 -0.537
H -2.616 -0.538 -2.136
H -2.421 1.348 -0.915
H 1.882 -0.875 1.076
H 1.486 -0.298 -0.512
H 1.438 -2.991 -0.625
H 0.736 -3.069 0.972
H 0.625 1.883 1.351
H -0.188 2.665 -0.069
H -1.073 2.332 1.467
*
```

natural (NBO) population analysis, charges in e, atoms 1 to 6: -0.45 0.14 0.75 -0.30 -0.06 -0.43

Version b
Entry from the Open Molecules 2025 dataset: the ion C6H9N2O with charge +1 (ωB97M-V/def2-TZVPD).

The calculation puts the LUMO energy (spin up / spin down) at -4.7 / -4.7 eV. Its HOMO energy (spin up / spin down) is -0.4400 / -0.4400 Ha. The gap between HOMO and LUMO (spin up / spin down) comes out at 7.32 / 7.32 eV.

ORCA input file:
```
! RIJCOSX wB97M-V def2-TZVPD def2/J DEFGRID3
* xyz 1 1
C 1.600 1.167 1.015
C 0.645 0.742 -0.151
C -0.418 1.406 -0.543
N -0.720 2.526 0.101
N 0.968 -0.455 -0.778
C 0.406 -1.659 -0.990
C -0.841 -2.085 -0.460
C -1.704 -2.639 0.211
O -2.739 -3.148 0.768
H 1.046 1.231 2.038
H 2.370 0.545 1.131
H 2.108 2.228 0.912
H -0.957 1.311 -1.536
H -0.179 2.629 0.862
H -1.461 3.165 -0.318
H 1.878 -0.418 -1.328
H 0.810 -2.449 -1.681
H -2.812 -4.098 0.749
*
```

natural (NBO) population analysis, charges in e, atoms 1 to 6: -0.65 -0.05 0.07 -0.76 -0.41 0.19

Best to worst by energy: version b, version a.

Version a
Entry from the Open Molecules 2025 dataset: a cluster of 2 separate species, C3H10N2S in total (ωB97M-V/def2-TZVPD).

The calculation puts the LUMO energy at 0.9 eV. Its HOMO energy is -0.3162 Ha. The gap between HOMO and LUMO comes out at 9.48 eV.

ORCA input file:
```
! RIJCOSX wB97M-V def2-TZVPD def2/J DEFGRID3
* xyz 0 1
H -2.214 -0.737 -0.186
N -2.507 0.134 0.271
C -1.691 1.116 0.192
N -2.194 2.321 -0.338
H -0.744 1.004 0.692
H -3.155 2.197 -0.608
H -1.826 3.279 -0.290
C 1.730 -1.061 0.946
C 1.563 -1.542 -0.539
S 1.591 -0.172 -1.751
H 2.718 -0.674 1.142
H 1.102 -0.330 1.189
H 1.694 -1.903 1.674
H 2.286 -2.333 -0.746
H 0.698 -2.014 -0.701
H 0.949 0.715 -0.947
*
```

natural (NBO) population analysis, charges in e, atoms 1 to 6: 0.37 -0.83 0.32 -0.82 0.15 0.40

Version b
Entry from the Open Molecules 2025 dataset: a cluster of 2 separate species, C3H10N2S in total (ωB97M-V/def2-TZVPD).

The calculation puts the LUMO energy at 1.1 eV. Its HOMO energy is -0.3093 Ha. The gap between HOMO and LUMO comes out at 9.47 eV.

ORCA input file:
```
! RIJCOSX wB97M-V def2-TZVPD def2/J DEFGRID3
* xyz 0 1
C 1.618 1.196 0.808
C 1.552 -0.299 0.828
N 0.798 -0.958 -0.021
N 0.729 -2.303 0.041
H 0.886 1.646 0.156
H 1.475 1.495 1.830
H 2.558 1.582 0.414
H 2.333 -0.673 1.449
H 1.606 -2.696 0.508
H 0.333 -2.641 -0.848
C -2.130 0.905 -1.342
S -2.547 0.438 0.440
H -3.006 1.010 -1.972
H -1.451 0.266 -1.794
H -1.706 1.809 -1.030
H -3.048 -0.776 0.533
*
```

natural (NBO) population analysis, charges in e, atoms 1 to 6: -0.64 0.00 -0.23 -0.64 0.22 0.22

Best to worst by energy: version a, version b.

Version a
Entry from the Open Molecules 2025 dataset: a structure of composition C3H10N2S (ωB97M-V/def2-TZVPD).

The calculation puts the LUMO energy at 0.1 eV. Its HOMO energy is -0.2797 Ha. The gap between HOMO and LUMO comes out at 7.67 eV.

ORCA input file:
```
! RIJCOSX wB97M-V def2-TZVPD def2/J DEFGRID3
* xyz 0 1
C 2.338 0.169 -0.143
C 1.227 1.182 -0.227
S 0.142 0.938 1.364
H 2.071 -0.943 -0.349
H 3.252 0.199 -0.835
H 2.566 0.277 0.933
H 1.782 2.233 -0.044
H 0.512 1.198 -1.093
N -0.500 -1.836 -0.905
C -1.553 -1.042 -1.173
N -1.978 -0.163 -0.328
H -0.136 -1.649 0.026
H -0.739 -2.822 -0.945
H -2.279 -1.526 -1.879
H -2.982 -0.274 -0.193
H -1.045 0.431 0.442
*
```

natural (NBO) population analysis, charges in e, atoms 1 to 6: -0.65 -0.49 -0.39 0.19 0.21 0.23

Version b
Entry from the Open Molecules 2025 dataset: the molecule C3H10N2S (ωB97M-V/def2-TZVPD).

The calculation puts the LUMO energy at 0.9 eV. Its HOMO energy is -0.3309 Ha. The gap between HOMO and LUMO comes out at 9.90 eV.

ORCA input file:
```
! RIJCOSX wB97M-V def2-TZVPD def2/J DEFGRID3
* xyz 0 1
N -1.803 0.721 1.354
C -0.437 0.814 0.874
C -0.009 -0.407 0.105
N -0.813 -0.488 -1.105
C 1.525 -0.335 -0.094
S 2.288 -1.532 -1.213
H -2.002 1.548 1.896
H -2.441 0.660 0.574
H -0.247 1.707 0.245
H 0.260 0.990 1.698
H -0.218 -1.303 0.698
H -0.680 -1.327 -1.645
H -0.533 0.269 -1.718
H 1.748 0.700 -0.393
H 2.057 -0.492 0.840
H 1.305 -1.525 -2.116
*
```

natural (NBO) population analysis, charges in e, atoms 1 to 6: -0.83 -0.21 -0.07 -0.83 -0.54 -0.03

Best to worst by energy: version b, version a.

Version a
Entry from the Open Molecules 2025 dataset: a cluster of 2 separate species, C3H10N2S in total (ωB97M-V/def2-TZVPD).

The calculation puts the LUMO energy at -2.9 eV. Its HOMO energy is -0.3188 Ha. The gap between HOMO and LUMO comes out at 5.73 eV.

ORCA input file:
```
! RIJCOSX wB97M-V def2-TZVPD def2/J DEFGRID3
* xyz 0 1
N 1.133 1.246 0.776
C 0.470 0.090 0.619
C -1.027 0.370 -0.007
S -1.836 -1.146 -0.393
C 1.199 -0.808 -0.468
N 2.645 -0.860 -0.326
H -4.323 0.708 0.105
H -4.727 0.754 -0.534
H 1.183 1.552 1.746
H 0.234 -0.461 1.532
H -0.955 0.953 -0.918
H -1.541 0.942 0.757
H 0.753 -1.794 -0.271
H 0.734 -0.549 -1.431
H 3.126 -1.029 -1.196
H 2.932 0.033 0.011
*
```

natural (NBO) population analysis, charges in e, atoms 1 to 6: -0.47 -0.07 -0.54 -0.01 -0.20 -0.84

Version b
Entry from the Open Molecules 2025 dataset: a cluster of 2 separate species, C3H10N2S in total (ωB97M-V/def2-TZVPD).

The calculation puts the LUMO energy at 0.9 eV. Its HOMO energy is -0.3148 Ha. The gap between HOMO and LUMO comes out at 9.50 eV.

ORCA input file:
```
! RIJCOSX wB97M-V def2-TZVPD def2/J DEFGRID3
* xyz 0 1
H -1.032 1.867 -0.744
N -0.573 2.745 -0.521
C 0.409 3.221 -1.105
N 1.070 4.383 -0.487
H 0.801 2.735 -1.958
H 2.077 4.421 -0.493
H 0.664 4.611 0.324
C -1.477 -2.238 1.467
S -0.688 -1.848 -0.133
C 0.631 -3.008 -0.382
H -1.027 -1.570 2.188
H -1.203 -3.186 1.860
H -2.552 -2.186 1.527
H 0.921 -3.038 -1.528
H 1.568 -2.840 0.099
H 0.412 -4.071 -0.114
*
```

natural (NBO) population analysis, charges in e, atoms 1 to 6: 0.37 -0.72 0.28 -0.84 0.15 0.38

Best to worst by energy: version b, version a.

Version a
Entry from the Open Molecules 2025 dataset: a cluster of 2 separate species, C2H3NOS2 in total (ωB97M-V/def2-TZVPD).

The calculation puts the LUMO energy at 0.2 eV. Its HOMO energy is -0.3173 Ha. The gap between HOMO and LUMO comes out at 8.80 eV.

ORCA input file:
```
! RIJCOSX wB97M-V def2-TZVPD def2/J DEFGRID3
* xyz 0 1
C 1.388 -0.632 -0.848
N 1.897 0.211 -0.216
S 2.692 1.408 0.315
H 0.998 -1.565 -1.019
O -0.630 -0.833 0.099
C -1.247 0.081 -0.324
S -0.961 1.810 -0.045
H -1.854 0.088 -1.275
H 0.218 1.606 0.556
*
```

natural (NBO) population analysis, charges in e, atoms 1 to 6: 0.16 -0.43 0.04 0.25 -0.56 0.27

Version b
Entry from the Open Molecules 2025 dataset: the molecule C2H3NOS2 (ωB97M-V/def2-TZVPD).

The calculation puts the LUMO energy at -1.0 eV. Its HOMO energy is -0.3343 Ha. The gap between HOMO and LUMO comes out at 8.13 eV.

ORCA input file:
```
! RIJCOSX wB97M-V def2-TZVPD def2/J DEFGRID3
* xyz 0 1
O 0.018 1.495 -0.263
N 0.050 0.145 -0.206
C 1.262 -0.487 -0.044
S 2.639 0.303 0.163
C -1.159 -0.485 -0.107
S -2.607 0.286 0.168
H -0.227 1.871 0.607
H 1.128 -1.557 -0.168
H -1.104 -1.571 -0.151
*
```

natural (NBO) population analysis, charges in e, atoms 1 to 6: -0.50 -0.15 -0.14 0.04 -0.10 -0.05

Best to worst by energy: version b, version a.